# 1
Molecular formula: H3NO4P
Method: DFT, ωB97M-V/def2-TZVPD

Each line ends with the natural charge from an NBO analysis.
Cartesian coordinates (Å):
N 0.5303 1.3526 0.2066  -1.16
O -2.0034 -0.1375 -1.4792  -1.14
O -2.9782 1.1166 0.5586  -1.10
O -0.9964 -1.9438 0.1633  -0.50
O -1.7281 -1.0279 0.9561  -0.52
P -1.8845 0.3269 -0.0631  2.30
H 1.0681 0.9226 -0.5316  0.32
H 0.6754 0.8725 1.0871  0.32
H -0.9787 -1.7145 -0.7790  0.48

Calculated total energy: -698.85589 hartree
Energy relative to the best compared isomer or geometry (same formula, charge and spin): 2.9763 eV
Maximum force: 3.1 eV Å⁻¹
Charge: -1

# 2
Molecular formula: C4H3NO
Method: DFT, ωB97M-V/def2-TZVPD

Each line ends with the natural charge from an NBO analysis.
Cartesian coordinates (Å):
O -1.3431 -0.1040 -1.0972  -0.51
C -0.1758 -0.2035 -1.4247  0.39
C 0.9560 0.0883 -0.5690  -0.17
C 1.9678 0.3420 0.0366  -0.07
C -1.2596 -0.3047 2.7112  0.25
N -1.4797 -0.0002 1.6035  -0.75
H -1.6072 0.1391 0.6027  0.45
H 0.0815 -0.5351 -2.4467  0.16
H 2.8601 0.5780 0.5835  0.25

Calculated total energy: -284.08429 hartree
Energy relative to the best compared isomer or geometry (same formula, charge and spin): 2.4167 eV
Maximum force: 1.1 eV Å⁻¹